# 1
88
Properties=species:S:1:pos:R:3 method="wB97M-V/def2-TZVPD" spin_multiplicity=2 total_charge=+2 orbital_gap_ev="6.410 / 4.804" relative_energy_kcal_mol=5.9 lumo_energy_ha="-0.26473 / -0.32359"
Ir 0.176 0.316 0.149
C 0.181 4.736 -0.750
C -1.037 3.811 -0.666
C -1.465 3.520 0.767
C -0.949 2.619 -1.595
C -1.394 2.704 -2.903
C -1.273 1.440 -3.451
N -0.788 0.623 -2.530
N -0.556 1.318 -1.385
B -0.447 -0.868 -2.651
N -1.281 -1.705 -1.694
C -2.007 -2.784 -2.026
C -2.325 -3.457 -0.876
C -1.738 -2.722 0.162
N -1.113 -1.643 -0.339
C -1.783 -3.172 1.598
C -3.032 -2.672 2.323
C -0.501 -2.881 2.367
N 1.045 -0.989 -2.242
C 2.053 -1.562 -2.875
C 3.163 -1.579 -2.034
C 2.771 -0.989 -0.852
N 1.461 -0.583 -1.008
C 3.577 -1.114 0.416
C 3.766 0.100 1.312
C 3.003 -2.286 1.223
H -0.069 5.689 -0.285
H 0.460 4.928 -1.786
H 1.050 4.340 -0.233
H -1.863 4.371 -1.112
H -0.715 2.984 1.343
H -2.397 2.958 0.777
H -1.641 4.467 1.279
H -1.784 3.587 -3.378
H -1.510 1.069 -4.435
H -0.590 -1.221 -3.780
H -2.222 -3.003 -3.059
H -2.883 -4.373 -0.780
H -1.876 -4.259 1.533
H -2.989 -1.595 2.476
H -3.116 -3.152 3.299
H -3.935 -2.900 1.757
H -0.273 -1.813 2.370
H 0.343 -3.410 1.926
H -0.597 -3.205 3.404
H 1.923 -1.937 -3.877
H 4.129 -2.006 -2.240
H 4.566 -1.406 0.057
H 2.832 0.413 1.781
H 4.209 0.943 0.786
H 4.439 -0.175 2.125
H 2.010 -2.033 1.604
H 3.647 -2.502 2.076
H 2.912 -3.190 0.622
C -3.419 0.784 1.918
N -2.589 0.637 3.109
C -3.286 0.707 4.400
C -2.585 -0.174 5.412
C -1.125 0.210 5.489
N -0.533 0.257 4.145
C 0.926 0.257 4.047
C -1.269 0.465 3.056
O -0.648 0.517 1.922
H -4.260 0.095 1.993
H -2.856 0.542 1.022
H -3.808 1.799 1.852
H -4.307 0.370 4.232
H -3.328 1.747 4.734
H -2.681 -1.221 5.115
H -3.047 -0.062 6.391
H -0.563 -0.522 6.067
H -0.996 1.185 5.966
H 1.325 0.089 5.043
H 1.294 1.209 3.668
H 1.275 -0.550 3.403
O 1.619 2.595 1.637
B 1.494 1.864 0.474
O 2.413 2.231 -0.483
C 3.181 3.217 0.126
C 4.249 3.912 -0.391
C 4.828 4.857 0.453
C 4.345 5.081 1.740
C 3.259 4.371 2.247
C 2.702 3.439 1.403
H 4.613 3.736 -1.393
H 5.672 5.432 0.098
H 4.823 5.826 2.361
H 2.876 4.544 3.243

=====

# 2
91
Properties=species:S:1:pos:R:3 method="wB97M-V/def2-TZVPD" spin_multiplicity=2 orbital_gap_ev="7.588 / 7.228" relative_energy_kcal_mol=0.0 lumo_energy_ha="0.00637 / -0.00486"
Ir -1.131 -0.383 0.112
C -4.843 2.754 -0.116
C -4.144 1.436 0.252
C -5.116 0.276 0.017
C -3.779 1.471 1.742
P -2.534 1.173 -0.651
C -1.708 2.819 -0.562
N -0.315 2.531 -0.351
B 0.252 1.191 -0.210
N 1.712 1.503 -0.215
C 2.931 0.752 -0.381
P 3.058 -1.019 -0.024
C 4.606 -1.541 -0.926
C 4.299 -1.506 -2.437
C 4.877 -3.006 -0.543
C 5.836 -0.655 -0.700
C 3.062 -1.293 1.736
C 2.038 -0.301 2.304
C 4.483 -0.902 2.186
C 2.754 -2.769 2.078
C 1.901 2.888 -0.301
C 3.062 3.642 -0.337
C 2.950 5.031 -0.420
C 1.709 5.645 -0.484
C 0.537 4.890 -0.470
C 0.648 3.515 -0.375
C -2.801 0.874 -2.468
C -3.810 1.822 -3.116
C -3.237 -0.584 -2.680
C -1.438 1.046 -3.161
H -5.667 2.911 0.585
H -5.268 2.735 -1.116
H -4.187 3.622 -0.037
H -5.943 0.367 0.727
H -4.634 -0.691 0.166
H -5.543 0.306 -0.986
H -4.659 1.775 2.313
H -2.974 2.175 1.966
H -3.471 0.487 2.086
H -2.132 3.441 0.231
H -1.852 3.355 -1.508
H 3.739 1.195 0.216
H 3.257 0.820 -1.426
H 3.503 -2.192 -2.715
H 5.212 -1.812 -2.951
H 4.036 -0.511 -2.793
H 4.012 -3.636 -0.764
H 5.130 -3.137 0.507
H 5.721 -3.368 -1.132
H 5.689 0.339 -1.127
H 6.665 -1.119 -1.238
H 6.149 -0.542 0.334
H 2.421 0.719 2.308
H 1.831 -0.587 3.339
H 1.092 -0.329 1.775
H 4.728 0.131 1.933
H 5.242 -1.584 1.821
H 4.517 -0.957 3.277
H 1.988 -3.213 1.458
H 2.378 -2.811 3.103
H 3.658 -3.373 2.029
H 4.044 3.189 -0.314
H 3.849 5.632 -0.443
H 1.647 6.723 -0.553
H -0.433 5.366 -0.536
H -4.831 1.596 -2.811
H -3.760 1.697 -4.200
H -3.605 2.872 -2.897
H -4.175 -0.824 -2.183
H -2.481 -1.283 -2.320
H -3.372 -0.752 -3.752
H -1.066 2.071 -3.114
H -1.558 0.783 -4.215
H -0.687 0.380 -2.732
Cl -3.728 -5.126 5.145
C -3.413 -4.149 3.762
C -2.592 -3.033 3.857
Cl -1.881 -2.618 5.371
C -2.338 -2.251 2.736
Cl -1.343 -0.834 2.892
C -2.864 -2.550 1.464
O -2.638 -1.870 0.398
C -3.717 -3.684 1.411
Cl -4.411 -4.055 -0.122
C -3.982 -4.460 2.524
Cl -5.017 -5.830 2.387
O 1.296 -3.947 -0.581
S 0.650 -2.684 -0.731
O -0.133 -2.418 -1.888
O 0.093 -2.147 0.522
O 1.949 -1.609 -0.956

=====

# 3
81
Properties=species:S:1:pos:R:3 method="wB97M-V/def2-TZVPD" spin_multiplicity=1 total_charge=+2 orbital_gap_ev="3.033 / 4.970" relative_energy_kcal_mol=34.9 lumo_energy_ha="-0.34780 / -0.27663"
N -5.462 -1.528 3.738
C -4.543 -0.732 4.278
C -4.064 0.394 3.609
C -4.611 0.734 2.333
C -5.518 -0.202 1.762
C -5.918 -1.313 2.520
C -4.275 1.931 1.593
Hg -0.159 1.569 -3.092
P 4.343 0.463 -2.427
C -4.871 2.382 0.439
C -4.026 2.814 -0.613
C -4.174 2.465 -1.977
C -3.005 2.040 -2.650
C -1.774 2.253 -2.013
C -1.629 2.978 -0.830
C -2.806 3.461 -0.268
Br 1.545 1.179 -4.949
H -3.407 2.434 2.024
H -5.912 2.188 0.242
H -3.295 0.971 4.110
H -5.985 -0.041 0.785
H -4.192 -0.957 5.287
H -6.615 -2.049 2.118
H -5.157 2.422 -2.436
H -2.835 4.245 0.487
H -3.073 1.508 -3.621
H -0.657 3.078 -0.328
P -0.344 -1.535 -1.238
C 4.440 2.214 -1.697
C 5.133 3.408 -2.365
H 4.860 2.065 -0.685
H 3.376 2.491 -1.550
H 5.421 4.110 -1.569
H 6.029 3.118 -2.915
H 4.472 3.978 -3.036
C 4.916 -0.192 -4.094
C 5.721 0.733 -4.959
H 3.949 -0.481 -4.553
H 5.500 -1.097 -3.877
H 5.688 0.393 -5.995
H 5.349 1.749 -4.967
H 6.775 0.742 -4.684
C 5.387 -0.615 -1.396
C 6.860 -0.278 -1.422
H 5.245 -1.635 -1.798
H 4.976 -0.572 -0.378
H 7.339 -1.021 -0.778
H 7.272 -0.366 -2.437
H 7.078 0.722 -1.029
C 0.565 -2.742 -0.214
C 1.900 -3.255 -0.800
H -0.093 -3.607 -0.067
H 0.754 -2.282 0.768
H 2.471 -3.789 -0.018
H 1.744 -3.968 -1.623
H 2.519 -2.419 -1.168
C -0.843 -2.720 -2.576
C -1.762 -2.113 -3.638
H -1.324 -3.592 -2.108
H 0.076 -3.092 -3.050
H -1.779 -2.760 -4.525
H -2.795 -2.012 -3.280
H -1.388 -1.128 -3.949
C -2.020 -1.371 -0.359
C -2.124 -1.818 1.087
H -2.764 -1.904 -0.969
H -2.267 -0.300 -0.441
H -3.177 -1.967 1.345
H -1.595 -2.752 1.298
H -1.756 -1.043 1.763
Cl -0.384 2.915 3.798
C 0.620 1.802 2.956
C 1.827 1.367 3.515
C 2.585 0.440 2.796
C 2.124 0.029 1.546
N 0.979 0.448 1.035
C 0.231 1.336 1.691
H 2.135 1.746 4.482
H 3.510 0.035 3.167
H 2.721 -0.666 0.950
H -0.681 1.708 1.219

=====

# 4
89
Properties=species:S:1:pos:R:3 method="wB97M-V/def2-TZVPD" spin_multiplicity=1 total_charge=+1 orbital_gap_ev=6.653 lumo_energy_ha=-0.15999
C 3.148 -8.382 3.212
C 1.599 -8.065 3.755
N 1.519 -6.565 3.934
N 0.209 -6.086 3.751
C 0.259 -4.989 2.690
N 0.179 -5.490 1.233
P -1.434 -6.150 0.857
O -1.287 -7.749 0.886
N 0.397 -3.633 3.012
C 0.523 -3.124 4.430
C -0.464 -1.873 4.813
C 0.409 -0.915 5.871
C 1.373 0.157 5.063
S 3.177 0.111 5.569
O 3.492 0.908 6.872
O 3.773 -1.308 5.738
Cl 4.299 1.061 4.031
C 0.466 -2.701 1.785
C 1.959 -2.778 1.033
C 1.878 -1.614 -0.165
Br 3.443 -2.233 2.258
H 3.713 -7.376 3.006
H 3.711 -9.030 4.019
H 3.070 -8.958 2.178
H 1.482 -8.658 4.784
H 0.886 -8.508 2.939
H 1.686 -6.415 4.974
H -0.438 -6.861 3.479
H 0.918 -6.256 1.217
H -2.424 -5.755 1.826
H -1.765 -5.811 -0.512
H 1.639 -2.715 4.536
H 0.399 -3.934 5.265
H -1.482 -2.204 5.333
H -0.754 -1.172 3.922
H 1.155 -1.624 6.470
H -0.273 -0.415 6.693
H 1.335 0.021 3.896
H 0.969 1.235 5.323
H -0.415 -2.924 1.012
H 0.337 -1.562 2.076
H 2.131 -3.832 0.526
H 2.954 -1.420 -0.619
H 1.097 -1.881 -1.001
H 1.532 -0.628 0.401
N 0.505 2.476 2.849
C -0.371 3.346 2.300
C -0.046 4.646 1.946
C 1.254 5.084 2.172
C 2.178 4.212 2.737
C 1.760 2.929 3.054
H -1.374 2.958 2.147
H -0.790 5.301 1.506
H 1.545 6.097 1.909
H 3.200 4.523 2.926
H 2.446 2.210 3.494
N 1.256 1.064 -1.197
C 1.626 2.133 -0.459
C 1.524 3.444 -0.897
C 1.016 3.674 -2.172
C 0.628 2.593 -2.956
C 0.765 1.319 -2.429
H 2.019 1.902 0.527
H 1.834 4.265 -0.261
H 0.922 4.688 -2.550
H 0.229 2.739 -3.953
H 0.473 0.442 -3.001
N -0.029 6.209 -4.430
C 0.300 6.877 -5.558
C -0.458 6.852 -6.717
C -1.624 6.094 -6.725
C -1.989 5.394 -5.580
C -1.167 5.483 -4.467
H 1.220 7.451 -5.503
H -0.147 7.410 -7.593
H -2.244 6.049 -7.616
H -2.891 4.793 -5.554
H -1.411 4.958 -3.548
N -4.577 3.453 -7.095
C -5.401 4.019 -8.004
C -6.368 3.321 -8.709
C -6.498 1.956 -8.471
C -5.664 1.344 -7.542
C -4.729 2.128 -6.884
H -5.258 5.085 -8.157
H -7.004 3.828 -9.425
H -7.244 1.375 -9.005
H -5.740 0.283 -7.334
H -4.057 1.697 -6.148

=====

# 5
81
Properties=species:S:1:pos:R:3 method="wB97M-V/def2-TZVPD" spin_multiplicity=3 total_charge=+2 orbital_gap_ev="5.687 / 4.066" relative_energy_kcal_mol=17.7 lumo_energy_ha="-0.25291 / -0.31656"
C 2.694 3.674 -8.492
C 2.004 4.370 -7.481
C 1.657 5.719 -7.685
C 2.064 6.328 -8.881
N 2.742 5.664 -9.811
C 3.050 4.381 -9.650
C 1.666 3.717 -6.253
C 1.502 3.254 -5.136
C 1.234 2.554 -3.989
C 0.581 1.333 -4.187
C 0.214 0.628 -3.059
C 0.539 1.224 -1.827
C 1.279 2.384 -1.599
C 1.583 3.115 -2.750
Pt -0.515 0.231 -0.420
P -2.728 0.212 -0.542
H 1.103 6.257 -6.917
H 2.946 2.623 -8.352
H 1.819 7.378 -9.052
H 3.600 3.864 -10.439
H 2.079 4.083 -2.719
H 0.358 0.956 -5.182
H 1.566 2.696 -0.591
H -0.340 -0.305 -3.143
C -3.386 -0.279 1.081
C -4.834 0.162 1.251
H -2.714 0.162 1.834
H -3.283 -1.371 1.186
H -5.224 -0.197 2.209
H -4.920 1.255 1.256
H -5.481 -0.238 0.460
C -3.206 1.873 -1.127
C -3.730 1.948 -2.556
H -2.268 2.449 -1.051
H -3.896 2.342 -0.412
H -3.923 2.999 -2.809
H -2.984 1.571 -3.271
H -4.671 1.396 -2.689
C -3.110 -1.040 -1.809
C -4.563 -1.509 -1.810
H -2.436 -1.897 -1.651
H -2.838 -0.618 -2.789
H -4.714 -2.213 -2.639
H -4.825 -2.038 -0.886
H -5.273 -0.683 -1.958
Br 0.386 0.958 1.781
P -0.954 5.169 1.541
C -2.454 4.227 1.093
C -3.628 4.773 1.909
H -2.238 3.169 1.329
H -2.630 4.315 0.006
H -4.583 4.537 1.433
H -3.640 4.336 2.912
H -3.561 5.864 2.007
C 0.126 4.049 2.464
C 0.959 4.670 3.578
H 0.759 3.564 1.705
H -0.568 3.300 2.873
H 1.312 3.858 4.220
H 1.841 5.189 3.194
H 0.372 5.360 4.190
C -0.066 5.480 -0.028
C -0.338 6.926 -0.454
H -0.409 4.743 -0.769
H 1.004 5.308 0.170
H 0.387 7.247 -1.208
H -1.340 7.029 -0.883
H -0.254 7.601 0.409
N 1.467 -5.409 -1.933
C 1.189 -4.192 -1.423
C 0.137 -4.043 -0.500
C -0.190 -2.763 -0.071
N 0.471 -1.694 -0.582
C 1.599 -1.827 -1.309
C 1.963 -3.073 -1.800
H 0.946 -6.222 -1.629
H 2.225 -5.532 -2.585
H -0.464 -4.893 -0.178
H -0.968 -2.526 0.653
H 2.171 -0.914 -1.476
H 2.775 -3.171 -2.510

=====

Number 1: E -1987.02795 hartree. Number 2: E -5166.46123 hartree. Number 3: E -5148.63019 hartree. Number 4: E -5606.49459 hartree. Number 5: E -4709.16380 hartree.